ORCA calculation (ωB97M-V/def2-TZVPD) on a molecular structure, C16H44F6InN3O29P4S6 in a non-equilibrium geometry.

Last column: Mulliken charge in e.
Positions of all 109 atoms, in Å:
In -0.54 0.30 -0.35  4.766
N 0.54 2.92 0.40  -0.241
S 0.05 4.28 0.64  0.542
O 0.38 5.21 -0.44  -0.590
O -0.28 4.71 1.98  -0.579
F -1.45 3.86 0.18  -0.286
S 2.06 3.30 1.29  0.645
O 2.12 2.75 2.63  -0.514
O 2.86 4.53 0.99  -0.529
F 2.98 2.16 0.56  -0.220
N -3.12 -0.04 0.88  -0.392
S -3.74 1.09 2.02  0.612
O -3.41 0.73 3.38  -0.586
O -4.93 1.85 1.78  -0.504
F -2.57 2.18 1.75  -0.164
S -4.31 -0.96 1.12  0.575
O -5.63 -0.58 0.56  -0.569
O -4.28 -1.74 2.34  -0.588
F -3.81 -2.12 0.13  -0.219
N -1.08 -1.61 -2.39  -0.227
S -0.04 -2.73 -3.03  0.576
O 0.48 -2.44 -4.38  -0.617
O -0.11 -4.10 -2.52  -0.522
F 1.18 -2.23 -2.12  -0.136
S -2.24 -2.14 -3.23  0.664
O -2.73 -3.45 -2.76  -0.594
O -2.39 -1.74 -4.62  -0.606
F -3.30 -1.16 -2.53  -0.252
C 1.97 -5.77 0.51  -0.907
O 1.59 -4.47 0.37  -0.054
P 0.36 -3.72 1.23  -0.668
O -0.05 -2.37 0.77  1.565
O -0.82 -4.77 1.28  -0.326
C -1.88 -4.73 0.35  -0.435
O 0.86 -3.82 2.78  -0.299
C 1.95 -3.02 3.19  -0.438
H 1.31 -6.34 1.16  0.352
H 2.96 -5.79 0.99  0.259
H 2.24 -6.25 -0.43  0.280
H -2.00 -3.86 -0.30  -0.111
H -2.86 -4.80 0.82  0.316
H -1.87 -5.58 -0.33  0.296
H 1.64 -2.54 4.12  0.139
H 2.25 -2.27 2.47  -0.156
H 2.86 -3.61 3.32  0.445
C 1.41 -0.24 6.35  -0.897
O 1.30 -0.30 4.91  -0.169
P -0.10 0.13 4.17  -0.389
O 0.01 0.09 2.70  0.813
O -1.16 -0.88 4.83  -0.282
C -1.64 -2.10 4.21  -0.306
O -0.43 1.53 4.87  -0.369
C -0.83 2.66 4.13  -0.216
H 2.23 0.44 6.60  0.258
H 1.69 -1.25 6.64  0.291
H 0.54 0.11 6.91  0.352
H -1.01 -2.93 4.52  0.327
H -1.53 -2.11 3.12  -0.209
H -2.69 -2.32 4.41  0.358
H -0.57 2.60 3.07  -0.334
H -0.31 3.57 4.41  0.354
H -1.87 2.87 4.39  0.344
C 5.17 -2.84 0.82  -0.860
O 3.89 -2.34 0.33  0.484
P 3.64 -0.75 0.10  -1.118
O 2.22 -0.40 0.31  1.015
O 4.72 -0.01 1.08  -0.183
C 4.41 0.11 2.43  -0.265
O 4.09 -0.48 -1.47  -0.218
C 5.43 -0.46 -1.90  -0.875
H 5.17 -2.80 1.91  0.303
H 6.08 -2.38 0.43  0.274
H 5.29 -3.92 0.71  0.302
H 3.95 1.07 2.65  0.020
H 5.33 -0.02 3.00  0.381
H 3.68 -0.59 2.82  -0.033
H 5.61 0.33 -2.63  0.292
H 5.68 -1.38 -2.42  0.292
H 6.12 -0.44 -1.06  0.346
C -2.92 1.85 -5.39  -0.563
O -2.80 2.98 -4.47  -0.334
P -3.05 2.87 -2.86  -0.089
O -2.00 2.07 -2.15  0.460
O -3.14 4.39 -2.35  -0.244
C -4.25 5.15 -2.79  -0.862
O -4.60 2.33 -2.65  -0.264
C -5.16 2.00 -1.37  -0.408
H -2.99 0.91 -4.86  0.197
H -2.09 1.82 -6.11  0.221
H -3.80 2.00 -6.01  0.332
H -4.00 6.21 -2.90  0.286
H -4.99 5.15 -2.00  0.292
H -4.73 4.88 -3.73  0.316
H -6.11 2.51 -1.22  0.309
H -4.49 2.36 -0.59  -0.004
H -5.33 0.92 -1.38  0.307
C 2.18 2.61 -4.29  -0.771
C 0.77 2.23 -4.75  -0.596
C 0.49 0.94 -3.95  0.350
O 1.09 1.26 -2.72  0.224
C 2.06 2.32 -2.75  -0.062
H 2.47 3.62 -4.58  0.438
H 2.88 1.89 -4.71  0.324
H 0.62 2.07 -5.81  0.399
H -0.01 2.94 -4.47  0.154
H 1.06 0.10 -4.33  0.133
H -0.57 0.68 -4.00  -0.469
H 3.03 2.02 -2.38  0.044
H 1.63 3.23 -2.33  0.094

- ΔE to the lowest compared entry with this formula, charge and spin: 10.7 kcal/mol
- HOMO-LUMO gap: 0.1497 hartree
- Energy: -204794.045 eV
- HOMO energy: -10.6 eV